No. 1
# C60H47BaN7O3P2SSi

C60H47BaN7O3P2SSi as an isolated structure in a non-equilibrium geometry (ωB97M-V/def2-TZVPD, OMol25).

## Properties
**DFT total energy**: -117544.217 eV
**Kohn-Sham gap**: 0.081 Eh
**Energy above the lowest of the compared OMol25 structures with the same formula, charge and spin**: 0.000 eV
**Highest occupied orbital energy**: 0.3 eV
**Multiplicity**: 1
**Charge**: -2

Last column: Mulliken charge in e.
Cartesian coordinates (Å):
Ba: 0.69567 -0.10557 -2.23208  1.75
C: -5.22370 1.13361 -1.81802  -1.53
Si: -3.74338 0.09350 -1.24807  1.13
C: -4.20924 -1.60039 -1.98938  1.88
C: -5.51017 -1.93996 -1.59751  -0.75
C: -6.28618 -2.87624 -2.26277  -1.03
C: -5.77398 -3.46020 -3.40623  -0.82
C: -4.46971 -3.18381 -3.79142  -0.43
C: -3.63691 -2.32502 -3.06979  -0.70
P: -1.81941 -2.29199 -3.48689  0.26
C: -1.20843 -3.59897 -2.42120  0.66
C: -2.02261 -4.37793 -1.61176  0.21
C: -1.59529 -5.50262 -0.91386  -0.63
C: -0.25480 -5.94459 -1.16896  -0.60
C: 0.58635 -5.29211 -1.99588  -1.11
C: 0.26778 -3.95801 -2.62650  0.11
C: -1.70907 -3.19507 -5.11763  -0.05
C: -1.25024 -2.49718 -6.22978  -0.66
C: -1.01348 -3.14207 -7.44013  -0.59
C: -1.23217 -4.50618 -7.54600  -0.46
C: -1.67004 -5.22149 -6.43527  -0.82
C: -1.89283 -4.57400 -5.23117  -0.03
C: -3.74452 0.22773 0.67010  1.04
C: -4.33975 1.38326 1.19122  -0.56
C: -4.14956 1.78330 2.50357  -0.83
C: -3.32877 1.04014 3.33680  -0.86
C: -2.76255 -0.13249 2.86429  -0.72
C: -2.98514 -0.56273 1.55825  -0.11
P: -2.51999 -2.21223 0.90046  1.61
C: -3.73533 -3.22978 1.83166  0.19
C: -3.42587 -4.54953 2.15954  -0.54
C: -4.36694 -5.36978 2.76477  -0.82
C: -5.63879 -4.89093 3.04881  -0.55
C: -5.96004 -3.58160 2.71916  -0.72
C: -5.01793 -2.76017 2.11596  -0.47
C: -0.96846 -2.67595 1.76301  0.46
C: -0.80462 -2.84618 3.13895  -0.33
C: 0.43758 -3.17468 3.66565  -1.16
C: 1.52836 -3.35658 2.81772  -0.67
C: 1.36776 -3.23296 1.44587  -0.20
C: 0.12261 -2.90309 0.92537  -0.21
H: -6.17981 0.84676 -1.37192  0.36
H: -5.29828 0.99325 -2.89967  0.33
H: -5.03971 2.19432 -1.63704  0.38
H: -5.94836 -1.42206 -0.74904  0.24
H: -7.28341 -3.11407 -1.91006  0.39
H: -6.37084 -4.15139 -3.99097  0.38
H: -4.08122 -3.68958 -4.66059  0.42
H: -3.06937 -4.09860 -1.51402  -0.04
H: -2.28233 -6.09301 -0.32592  0.47
H: 0.09345 -6.86497 -0.70027  0.29
H: 1.58752 -5.67409 -2.16257  0.30
H: 0.50470 -4.00642 -3.71196  0.62
H: -1.06641 -1.43131 -6.14085  0.35
H: -0.64162 -2.57859 -8.28821  0.38
H: -1.03780 -5.01892 -8.48155  0.35
H: -1.81258 -6.29431 -6.50435  0.39
H: -2.16452 -5.13547 -4.34238  0.46
H: -4.93625 2.01364 0.54455  0.29
H: -4.61340 2.69480 2.86337  0.32
H: -3.13678 1.36474 4.35331  0.36
H: -2.14256 -0.72043 3.52471  0.23
H: -2.44644 -4.93879 1.91358  0.48
H: -4.10304 -6.39286 3.00684  0.41
H: -6.37411 -5.53339 3.51911  0.35
H: -6.95004 -3.19260 2.92952  0.42
H: -5.28105 -1.73710 1.87730  0.30
H: -1.65745 -2.75042 3.79970  0.52
H: 0.55222 -3.30144 4.73635  0.37
H: 2.49604 -3.62193 3.22946  0.37
H: 2.18926 -3.41243 0.76111  0.48
H: -0.01228 -2.83563 -0.15114  -0.05
C: 8.68179 9.46505 5.69535  -0.85
O: 8.45488 8.09985 5.97528  -0.47
C: 7.61333 7.42861 5.14321  0.98
C: 7.12389 7.94290 3.95209  -0.46
C: 6.27399 7.16524 3.17206  -0.86
C: 5.91318 5.88304 3.55844  0.07
C: 6.41848 5.38073 4.76167  -0.54
C: 7.25572 6.14335 5.54500  -0.56
C: 5.01154 5.04123 2.76437  0.35
N: 4.47334 3.92569 3.18758  -0.81
C: 3.70551 3.47439 2.13842  0.64
C: 3.78696 4.33261 1.07289  0.14
N: 4.62814 5.34185 1.48432  -0.13
C: 3.09379 4.13080 -0.16223  0.33
C: 3.12183 4.99466 -1.26381  -0.60
C: 2.39952 4.67289 -2.38606  -1.01
C: 1.66812 3.47936 -2.39194  -0.50
N: 1.62980 2.65605 -1.36537  0.39
C: 2.31318 2.96479 -0.25585  0.01
C: 2.19096 2.04643 0.88587  -0.34
N: 1.36282 0.99464 0.74642  0.46
C: 1.19928 0.18122 1.77123  -1.37
C: 1.85984 0.34726 2.99640  -0.60
C: 2.70538 1.41466 3.15115  -1.12
C: 2.88037 2.30048 2.07924  0.44
H: 9.25527 9.85461 6.53218  0.24
H: 7.73981 10.01402 5.61200  0.36
H: 9.25806 9.59394 4.77430  0.32
H: 7.38443 8.93786 3.62075  0.38
H: 5.88569 7.59850 2.25822  0.25
H: 6.13164 4.38391 5.06675  0.48
H: 7.64936 5.76259 6.47828  0.41
H: 4.96025 6.10695 0.92764  0.21
H: 3.70496 5.90817 -1.23194  0.37
H: 2.39462 5.31124 -3.25844  0.43
H: 1.10973 3.18451 -3.27433  0.55
H: 0.51401 -0.64690 1.63289  1.39
H: 1.68468 -0.36737 3.78935  0.55
H: 3.23548 1.59806 4.07702  0.52
O: -1.33493 2.84164 0.69254  -0.69
H: -1.69931 2.41778 -0.11195  0.11
H: -0.50193 2.36933 0.79326  0.31
S: -2.04946 1.02523 -1.95735  -0.82
O: 2.41776 -3.07877 -2.01887  -0.69
C: 1.21879 -2.80453 -2.16904  -0.36
N: 2.27517 0.37930 -4.14835  -0.81
C: 2.88687 0.87582 -5.01308  0.49
N: 3.67870 1.37942 -5.89644  -0.71
C: 3.24084 2.10314 -6.90392  0.53
N: 2.96426 2.75659 -7.82446  -0.60

---

No. 2
# C60H47GeN4O2P2TeW

C60H47GeN4O2P2TeW as an isolated structure in a non-equilibrium geometry (ωB97M-V/def2-TZVPD, OMol25).

## Properties
**DFT total energy**: -157216.287 eV
**Kohn-Sham gap (spin up / spin down)**: 0.099 / 0.098 Eh
**Energy above the lowest of the compared OMol25 structures with the same formula, charge and spin**: 11.351 eV
**Highest occupied orbital energy (spin up / spin down)**: -10.4 / -10.4 eV
**Multiplicity**: 4
**Charge**: +2

Last column: Mulliken charge in e.
Cartesian coordinates (Å):
W: -0.16693 0.02641 0.35831  0.91
O: -3.31264 6.99077 -3.03536  -0.61
N: -3.76472 6.38073 -2.07183  1.05
O: -4.72114 6.66868 -1.32651  -0.63
C: -3.01146 5.21410 -1.77246  -0.07
C: -3.03721 4.92892 -0.40156  -1.24
C: -2.22402 3.81347 0.11753  2.64
C: -2.32328 3.55470 1.50201  -0.95
C: -1.48549 2.52857 2.00240  -1.66
C: -0.93097 1.79782 0.99827  0.53
N: -1.00799 1.95483 -0.31180  0.47
C: -1.56403 3.13525 -0.81910  -1.12
C: -1.48294 3.49184 -2.24962  -0.05
N: -0.67471 2.64670 -2.95953  -0.11
C: -0.81164 2.67987 -4.27623  -0.22
C: -1.60648 3.65554 -4.88235  -0.57
C: -2.21854 4.67778 -4.24989  -0.89
C: -2.07625 4.67290 -2.76379  0.60
H: -3.56059 5.57642 0.32764  0.52
H: -2.97080 4.09578 2.15224  0.56
H: -1.26649 2.31094 2.98583  0.94
H: -6.31773 -4.73137 0.15123  0.47
H: -0.29778 2.02407 -4.99294  0.32
H: -1.82160 3.58777 -5.90892  0.49
H: -2.71773 5.36851 -4.88376  0.51
Te: 4.92295 -0.87525 1.62204  0.50
C: 5.01582 -2.55192 2.92810  0.31
C: 5.21829 -3.81375 2.36401  -0.34
C: 5.67548 -4.85684 3.12033  -0.41
N: 5.89806 -4.72452 4.39330  -0.56
C: 5.68489 -3.54623 5.01141  -0.53
C: 5.18043 -2.44222 4.35331  -0.04
C: 3.02800 -0.30409 1.54496  -0.96
P: 1.40409 -1.24290 1.70632  -0.09
C: 1.11857 -2.40517 0.23115  1.28
C: 0.02970 -3.21608 0.01512  0.03
C: 0.10788 -4.23588 -0.89730  -0.19
C: 1.20910 -4.45607 -1.65794  -0.90
C: 2.36585 -3.81373 -1.36362  -1.11
C: 2.32248 -2.66875 -0.46579  -0.83
C: 1.05112 -2.31777 3.13666  0.98
C: 0.26085 -1.77676 4.16393  -0.45
C: 0.14574 -2.41157 5.43005  -0.97
C: 1.02179 -3.55172 5.55555  -0.44
C: 1.64331 -4.20567 4.50065  -0.34
C: 1.59193 -3.65079 3.28215  -0.48
P: 2.40717 1.24099 0.99474  1.70
C: 3.50376 1.77169 -0.51837  0.33
C: 3.54428 0.70662 -1.43587  -0.28
C: 4.48163 0.93100 -2.44563  -0.83
C: 5.37101 1.98229 -2.54171  -0.58
C: 5.03456 3.23640 -1.92918  -0.62
C: 4.12658 2.99496 -0.87951  -0.46
C: 2.97513 2.61367 2.19545  0.45
C: 2.51841 3.93190 2.14038  -0.35
C: 2.75499 4.88444 3.07099  -0.83
C: 3.79412 4.65940 4.06203  -0.42
C: 4.38653 3.39114 4.06357  -0.92
C: 3.96048 2.45662 3.12098  0.21
H: 4.99818 -3.99426 1.33731  0.41
H: 5.72893 -5.86321 2.68131  0.34
H: 6.14473 -3.53366 6.02639  0.38
H: 5.03200 -1.39609 4.84682  0.24
H: -0.94821 -3.08043 0.54298  0.35
H: -0.70336 -4.99549 -0.91366  0.35
H: 1.16267 -5.23526 -2.38306  0.55
H: 3.26169 -4.03026 -2.03756  0.33
H: 3.24656 -2.16152 -0.03737  -0.04
H: 2.07043 4.31522 1.24502  0.46
H: -0.30114 -2.07785 6.38040  0.39
H: 1.10971 -3.94915 6.56712  0.40
H: 2.28781 -5.23259 4.65178  0.20
H: 2.02212 -3.98592 2.37320  0.42
H: 3.21760 -0.27958 -1.28933  0.20
H: 4.78964 0.19856 -3.19072  0.35
H: 6.33964 1.85768 -3.12517  0.34
H: 5.39965 4.25607 -2.03813  0.44
H: 3.87515 3.72120 -0.12527  0.33
H: -0.67016 0.26792 -2.82463  -0.98
H: 2.27113 5.84941 2.97902  0.42
H: 4.37337 5.48123 4.66943  0.27
H: 5.03003 3.16556 4.76944  0.65
H: 4.25085 1.35513 3.41915  -0.33
H: -0.20703 -0.81689 4.18457  0.43
C: -5.64724 2.55372 -2.08974  -0.96
C: -5.66968 2.12964 -0.75108  -0.79
C: -4.72059 1.19304 -0.31703  -0.29
C: -3.66868 0.64209 -1.05644  1.13
C: -3.60780 1.11015 -2.45982  -0.16
C: -4.54713 2.11407 -2.84158  -0.28
Ge: -2.48682 -0.78026 -0.49065  -1.45
C: -3.55792 -2.15705 0.16463  1.76
C: -3.56751 -3.35387 0.91412  -0.72
C: -4.32311 -4.49503 0.80435  -0.86
C: -5.30760 -4.41834 -0.21481  -0.65
C: -5.65321 -3.09021 -0.64985  -0.62
C: -4.85508 -2.01555 -0.41832  -1.06
C: -1.69004 -1.51943 -2.22290  0.42
C: -2.53067 -2.41412 -2.90182  0.18
C: -2.43944 -2.54290 -4.33038  -0.24
C: -1.17971 -2.11732 -5.02997  -0.89
C: -0.39459 -1.19328 -4.43462  -0.54
C: -0.52357 -0.87914 -2.94495  1.89
H: -6.42956 3.26548 -2.34255  0.43
H: -6.48778 2.41711 -0.11151  0.48
H: -4.75517 0.96408 0.74440  0.45
H: -2.78239 0.82503 -3.09515  0.25
H: -4.42421 2.49317 -3.87112  0.34
H: -2.78182 -3.58624 1.62745  0.38
H: -4.19612 -5.34392 1.46769  0.48
H: -5.38380 -5.01497 -1.15487  0.47
H: -6.40575 -2.84326 -1.34030  0.57
H: -4.94432 -1.16131 -1.08618  0.61
H: -3.50689 -2.37279 -2.40185  -0.10
H: -3.40405 -2.89308 -4.74628  0.43
H: -1.14284 -2.24060 -6.10052  0.45
H: 0.43648 -0.79464 -5.11090  0.39
H: 0.41481 -1.10049 -2.47854  -0.18

---

No. 3
# C60H58ClN6OP2S2Ti

C60H58ClN6OP2S2Ti as an isolated structure (ωB97M-V/def2-TZVPD, OMol25).

## Properties
**DFT total energy**: -150030.513 eV
**Kohn-Sham gap**: 0.253 Eh
**Energy above the lowest of the compared OMol25 structures with the same formula, charge and spin**: 0.000 eV
**Highest occupied orbital energy**: -10.0 eV
**Multiplicity**: 1
**Charge**: +1

Last column: Mulliken charge in e.
Cartesian coordinates (Å):
Ti: 0.48471 0.32570 0.69527  0.82
O: -1.33424 -0.36096 0.57916  1.11
S: -2.64617 0.48564 0.62197  0.57
C: -2.96524 0.68429 2.36536  -0.40
C: -3.82930 1.74964 2.58996  -0.30
C: -4.11629 2.15935 3.88053  -1.03
C: -3.48395 1.52351 4.93418  -0.90
C: -2.60963 0.47234 4.69597  -1.03
C: -2.33556 -0.00617 3.41239  0.13
P: -1.07257 -1.34425 3.18714  2.26
C: -2.10364 -2.75883 2.67856  1.23
C: -3.44293 -2.90477 3.02782  -0.58
C: -4.14369 -4.04641 2.67120  -0.84
C: -3.50751 -5.05992 1.96883  -0.93
C: -2.16400 -4.93621 1.64191  -0.49
C: -1.46501 -3.79345 1.99792  -0.74
C: -0.62122 -1.84476 4.88059  -0.13
C: 0.73834 -1.82188 5.17352  -0.62
C: 1.20409 -2.26933 6.40353  -1.01
C: 0.31193 -2.74845 7.34542  -0.68
C: -1.04844 -2.79538 7.05578  -0.82
C: -1.51050 -2.35449 5.82971  -0.15
C: -3.97873 -0.57723 0.10090  1.44
C: -4.93597 -1.02209 1.00367  -0.72
C: -6.00992 -1.75551 0.53176  -0.81
C: -6.12267 -2.03833 -0.82352  -1.16
C: -5.16703 -1.57941 -1.71274  -0.33
C: -4.08153 -0.83154 -1.26595  -1.24
P: -2.77696 -0.22129 -2.40351  1.76
C: -2.30299 -1.84935 -3.08419  1.01
C: -2.04895 -2.16550 -4.41336  -0.68
C: -1.54830 -3.41359 -4.76136  -0.88
C: -1.28067 -4.36200 -3.78886  -0.95
C: -1.52117 -4.05565 -2.45582  -0.23
C: -2.02592 -2.81543 -2.11090  -0.45
C: -3.81180 0.74372 -3.55955  0.65
C: -3.73804 0.76694 -4.94799  -0.43
C: -4.51482 1.65337 -5.68291  -0.90
C: -5.36997 2.53636 -5.04677  -0.58
C: -5.43940 2.53792 -3.66021  -0.70
C: -4.66364 1.65764 -2.92891  -0.59
H: -4.26579 2.27535 1.74822  0.59
H: -4.79519 2.98237 4.05223  0.44
H: -3.65952 1.84757 5.95017  0.48
H: -2.11687 0.01137 5.53939  0.58
H: -3.94580 -2.12406 3.58897  0.56
H: -5.18425 -4.14920 2.94896  0.49
H: -4.05291 -5.95096 1.69071  0.43
H: -1.65668 -5.73556 1.11821  0.49
H: -0.40995 -3.71397 1.76896  0.49
H: 1.44069 -1.48305 4.42248  0.52
H: 2.26466 -2.25166 6.61549  0.47
H: 0.67054 -3.10113 8.30302  0.42
H: -1.74498 -3.18731 7.78487  0.45
H: -2.56767 -2.41916 5.60574  0.40
H: -4.85964 -0.78615 2.05674  0.50
H: -6.76106 -2.10581 1.22506  0.47
H: -6.96185 -2.61516 -1.18777  0.46
H: -5.25666 -1.79810 -2.76937  0.51
H: -2.20791 -1.44795 -5.20130  0.12
H: -1.36543 -3.63814 -5.80410  0.47
H: -0.89182 -5.33252 -4.06507  0.42
H: -1.31919 -4.78531 -1.68260  0.60
H: -2.20535 -2.59688 -1.06473  -0.02
H: -3.08015 0.10474 -5.48734  0.29
H: -4.44681 1.64660 -6.76253  0.43
H: -5.97420 3.22250 -5.62367  0.40
H: -6.09798 3.22654 -3.14847  0.44
H: -4.72620 1.68011 -1.84745  0.32
S: 0.06264 2.11624 -0.82539  -0.97
C: 0.34563 1.24100 -2.31381  1.22
C: 0.22932 1.86761 -3.55158  -1.33
C: 0.51622 1.12728 -4.68361  -0.69
C: 0.90489 -0.19690 -4.54556  -1.17
C: 0.95610 -0.73556 -3.27209  -0.44
N: 0.67825 -0.03941 -2.16885  0.95
H: -0.05949 2.90721 -3.61210  0.58
H: 0.44845 1.58432 -5.66277  0.54
H: 1.14449 -0.80861 -5.40255  0.47
H: 1.22726 -1.77575 -3.13172  0.31
C: 0.69232 -2.66559 -0.35989  1.02
C: 1.74502 -2.24463 0.60306  -0.07
C: 2.71017 -3.04250 1.13537  -0.97
C: 3.44067 -2.26923 2.07852  -1.21
C: 2.89900 -1.02110 2.09606  -0.12
C: 3.27194 0.10418 2.99458  -0.84
N: 1.84567 -0.95530 1.17348  1.96
H: 0.83520 -3.72533 -0.57442  0.77
H: 0.73103 -2.12115 -1.28681  -1.40
H: -0.31820 -2.55067 0.04070  -1.03
H: 2.86747 -4.07726 0.87876  0.63
H: 4.26962 -2.59248 2.68637  0.59
H: 4.18474 -0.15445 3.53047  0.58
H: 2.49833 0.29624 3.74137  -0.20
H: 3.45423 1.04116 2.47059  0.08
Cl: 3.97486 6.48977 3.02605  -0.22
C: 2.90111 5.15218 2.78663  0.30
C: 2.01980 5.16116 1.71784  -1.12
C: 1.17343 4.08381 1.52158  -0.23
C: 1.19897 2.97469 2.36853  0.32
C: 0.28475 1.80010 2.18453  -1.08
C: 2.05405 3.02711 3.47104  0.09
C: 2.90917 4.09631 3.68088  -1.03
H: 1.99647 6.00837 1.04761  0.46
H: 0.48452 4.12176 0.69153  0.59
H: -0.73169 2.14655 1.95150  0.86
H: 0.23234 1.20396 3.10400  0.22
H: 2.04704 2.22325 4.19389  0.54
H: 3.57061 4.11587 4.53509  0.45
C: 3.71670 2.16212 -0.21405  -0.37
N: 5.08136 2.65857 -0.35772  0.18
C: 5.24124 3.12505 -1.73672  -0.70
N: 4.97536 2.06509 -2.71242  0.14
C: 3.61707 1.57324 -2.49678  -0.66
N: 3.41407 1.05980 -1.13562  0.59
C: 4.38729 -0.01720 -0.91286  -0.17
N: 5.76438 0.43814 -1.08503  0.03
C: 5.99949 1.53613 -0.14584  -0.68
C: 5.90455 0.96386 -2.44430  -0.71
H: 3.01347 2.97795 -0.40309  0.15
H: 3.57162 1.81848 0.81269  -0.54
H: 6.26188 3.48658 -1.87541  0.37
H: 4.55124 3.95354 -1.91262  0.33
H: 3.41707 0.76918 -3.21074  0.13
H: 2.90928 2.38820 -2.67418  0.22
H: 4.18605 -0.82100 -1.62686  0.35
H: 4.26128 -0.41385 0.09756  -0.34
H: 7.02519 1.89115 -0.26207  0.36
H: 5.87349 1.16312 0.87376  0.31
H: 5.71695 0.15776 -3.15796  0.32
H: 6.92663 1.32155 -2.58489  0.37

---

Number 2 is which compound? C60H47GeN4O2P2TeW